Density functional theory data (ωB97M-V/def2-TZVPD) for the molecule C5H8O2.

The geometry in XYZ format:
```
15
C5H8O2 | the Open Molecules 2025 dataset | ωB97M-V/def2-TZVPD
O -1.35645 1.01869 -0.05459
C 0.14953 0.37687 0.16815
C 0.01105 -1.09928 0.39940
C -0.76870 -1.83559 -0.66058
O -1.62505 -1.32088 -1.35534
C 1.02203 1.34479 0.87184
C 0.93533 1.24777 -0.63936
H -1.76389 0.37814 -0.69074
H 1.01764 -1.52880 0.46908
H -0.48195 -1.32461 1.35912
H -0.56129 -2.91655 -0.76931
H 1.84228 0.88954 1.43970
H 0.58135 2.20127 1.38704
H -0.76394 1.66137 -0.66743
H 1.76207 0.90725 -1.25698
```

The calculation puts the LUMO energy at 0.49 eV. As for the total energy: -345.62545 hartree. Its net charge is 0. The value obtained for the energy above the lowest of the compared OMol25 structures with the same formula, charge and spin is 471.3 kJ/mol.